14
Properties=species:S:1:pos:R:3:lowdin_charge:R:1 method="wB97M-V/def2-TZVPD" de_lowest_kcal_mol=36.2 e_tot_ha=-270.50017 homo_energy_ev=-7.98 total_charge=0 smiles="C=C/C=C(/C)O" gap_ha=0.3231
C 2.58139 0.49506 -0.78918 -0.01
C 1.50399 -0.18472 -0.39948 -0.18
C 0.39182 0.39915 0.35297 -0.07
C -0.85304 -0.04947 0.26951 -0.40
O -1.12260 -1.14276 -0.50627 0.03
C -2.02645 0.53594 0.96504 -0.04
H 2.95956 1.32177 -0.19371 0.05
H 3.15225 0.18306 -1.65083 0.05
H 1.38195 -1.16979 -0.82865 0.10
H 0.74021 1.27745 0.87062 0.11
H -1.94511 -1.56894 -0.22312 0.11
H -2.85716 0.77025 0.29680 0.08
H -2.43791 -0.20727 1.65872 0.09
H -1.79512 1.44482 1.50827 0.08

22
Properties=species:S:1:pos:R:3:lowdin_spin:R:1 method="wB97M-V/def2-TZVPD" multiplicity=3 de_lowest_kcal_mol=71.6 e_tot_ha=-564.28383 homo_energy_ev="-4.78 / -9.81" total_charge=0 gap_ha="0.2137 / 0.2551"
C -1.38589 3.04150 -0.27606 0.76
C -0.42816 2.32504 -0.16677 0.77
C -0.93830 -1.44087 2.09842 0.01
C -0.35765 -0.03596 -2.43901 0.00
C 2.47437 0.33631 -0.14922 0.02
C 0.34627 -0.74990 1.93543 0.07
C -0.61910 -0.56038 -1.05597 0.04
Si 0.49798 0.11158 0.30822 0.24
H -1.99802 3.87060 -0.52092 0.05
H -1.89680 -1.03523 1.97079 0.00
H -1.03850 -2.43239 1.49771 0.00
H -0.93696 -1.80502 3.13582 0.00
H 0.53988 -0.16114 -2.89401 0.00
H -1.10924 -0.56865 -3.21026 0.00
H -0.53222 1.09458 -2.49213 0.00
H 2.47029 0.21006 -1.26248 0.00
H 2.74110 1.34192 0.04104 0.00
H 3.06170 -0.29900 0.45130 0.00
H 1.13773 -1.43676 2.00987 0.01
H 0.34139 -0.05028 2.80521 0.01
H -0.72585 -1.61526 -1.06385 0.01
H -1.64401 -0.14073 -0.72314 0.01

81
Properties=species:S:1:pos:R:3:lowdin_charge:R:1 method="wB97M-V/def2-TZVPD" de_lowest_kcal_mol=110.6 e_tot_ha=-3602.88491 homo_energy_ev=-3.16 total_charge=0 gap_ha=0.0567
N 4.53949 1.91448 1.24481 -0.16
P 4.96631 1.55627 -0.45707 0.95
O 6.61166 2.04555 -0.73063 -0.31
C 3.89734 2.57947 -1.63878 -0.34
C 2.30736 2.31765 -1.48069 -0.32
C 1.95671 0.79783 -1.16264 -0.15
C 0.40415 0.45248 -1.20339 -0.05
C -0.30748 0.53397 0.23328 -0.29
F 0.52358 1.05565 1.24690 0.06
F -0.54779 -0.82290 0.59982 0.05
C -1.75844 1.21536 0.17613 -0.23
F -2.47923 0.91882 -0.97780 0.11
F -2.48915 0.63283 1.25155 0.08
C -1.71567 2.79719 0.53540 -0.22
F -1.60951 2.79412 1.96480 0.07
F -0.52554 3.41960 0.11121 0.07
C -3.05650 3.58146 0.22565 -0.33
F -3.21205 4.53942 1.26804 0.05
F -4.19538 2.74854 0.35899 0.08
S -3.16574 4.51547 -1.40671 1.02
F -4.51554 3.56375 -1.83736 -0.22
F -4.28770 5.57295 -0.67265 -0.22
F -1.96678 5.61946 -0.99217 -0.22
F -2.12343 3.48270 -2.22878 -0.22
F -3.37914 5.37312 -2.84441 -0.22
N 1.52434 2.79754 -2.65007 -0.03
C 2.16011 3.94819 -3.35407 -0.16
C 2.97020 4.81643 -2.29167 -0.09
N 4.14299 4.06787 -1.66101 -0.08
C 4.34984 4.71000 -0.32152 -0.12
O 5.74274 4.80655 0.06110 0.03
C 5.90266 5.28724 1.36596 -0.51
F 5.89794 4.30768 2.35498 0.12
F 5.01419 6.29146 1.73462 0.13
F 7.18864 5.86764 1.40664 0.11
H 3.95135 1.16303 1.62757 0.05
H 5.46044 1.88396 1.72325 0.04
H 6.92024 2.40722 0.13583 0.05
H 4.15562 2.19632 -2.69329 0.15
H 1.94628 2.93165 -0.57425 0.14
H 2.45130 0.16426 -1.98781 0.13
H 2.41750 0.40749 -0.18954 0.11
H -0.20360 1.06635 -1.94506 0.12
H 0.32238 -0.63210 -1.57045 0.15
H 1.42224 1.98557 -3.27275 0.12
H 1.37492 4.57595 -3.88158 0.14
H 2.83964 3.53534 -4.18975 0.13
H 2.20897 5.14125 -1.49625 0.16
H 3.41121 5.73784 -2.81432 0.16
H 4.96501 4.22922 -2.27879 0.20
H 3.98074 5.79266 -0.43605 0.16
H 3.67647 4.26650 0.49683 0.17
C -4.33202 -3.73119 0.64968 -0.04
C -3.11344 -4.17627 1.48334 -0.50
C -3.57991 -5.10202 2.62760 -0.16
C -4.04197 -6.49031 2.19380 -0.19
C -3.37629 -6.98000 0.90912 -0.16
C -2.02242 -6.31176 0.58504 -0.52
N -2.22715 -4.86222 0.52787 -0.19
O -1.09079 -4.17097 0.22127 -0.23
C -1.61787 -6.81162 -0.81664 -0.06
C -0.95487 -6.78504 1.58900 -0.04
C -2.53829 -2.91915 2.16347 -0.06
H -4.03297 -3.04350 -0.14531 0.08
H -5.07295 -3.21328 1.27056 0.07
H -4.83607 -4.57786 0.17745 0.07
H -2.76399 -5.22319 3.34803 0.10
H -4.38904 -4.62389 3.19352 0.11
H -3.84382 -7.19634 3.00744 0.10
H -5.12782 -6.49476 2.05504 0.10
H -3.26548 -8.06884 0.95683 0.11
H -4.06846 -6.79910 0.07897 0.11
H -2.32220 -6.45984 -1.57630 0.08
H -1.61249 -7.90653 -0.85422 0.07
H -0.61810 -6.47250 -1.10020 0.07
H -0.86089 -7.87669 1.56055 0.08
H -1.18678 -6.51018 2.62074 0.07
H 0.03038 -6.37532 1.35316 0.07
H -3.28876 -2.45182 2.81051 0.08
H -2.23698 -2.16260 1.43829 0.04
H -1.67448 -3.16154 2.78932 0.08